1.
Density functional theory data (ωB97M-V with the def2-TZVPD basis set) for a structure of composition C32H48AsN3ORbS2Si.

Atoms and positions in Å:
Rb (0.52, 0.13, 1.23)
C (-2.47, 1.99, 3.58)
C (-1.40, 2.86, 3.73)
C (-0.30, 2.48, 4.50)
C (-0.26, 1.23, 5.10)
C (-1.33, 0.36, 4.94)
C (-2.43, 0.74, 4.19)
H (-3.32, 2.29, 2.99)
H (-1.43, 3.83, 3.25)
H (0.54, 3.16, 4.62)
H (0.60, 0.93, 5.68)
H (-1.29, -0.62, 5.40)
H (-3.27, 0.06, 4.07)
C (2.25, -3.72, 5.96)
C (3.53, -3.12, 5.37)
N (3.59, -3.20, 3.92)
C (4.25, -4.37, 3.34)
C (3.31, -5.50, 2.93)
C (2.96, -2.29, 3.12)
S (2.20, -0.92, 3.80)
N (3.10, -2.56, 1.81)
C (2.17, -2.45, 0.87)
O (0.94, -2.31, 1.02)
C (2.68, -2.63, -0.55)
C (1.83, -2.29, -1.60)
C (2.23, -2.48, -2.92)
C (3.49, -3.01, -3.19)
C (4.33, -3.36, -2.14)
C (3.93, -3.16, -0.83)
H (2.21, -3.56, 7.04)
H (2.19, -4.79, 5.76)
H (1.38, -3.24, 5.50)
H (4.40, -3.63, 5.77)
H (3.58, -2.07, 5.65)
H (4.97, -4.73, 4.07)
H (4.80, -4.03, 2.46)
H (2.78, -5.91, 3.80)
H (3.88, -6.31, 2.46)
H (2.57, -5.13, 2.22)
H (0.85, -1.90, -1.38)
H (1.56, -2.20, -3.72)
H (3.80, -3.16, -4.22)
H (5.31, -3.78, -2.35)
H (4.58, -3.42, 0.00)
C (0.63, 3.13, -4.77)
Si (0.96, 1.29, -4.67)
C (0.44, 0.64, -6.37)
C (2.78, 0.92, -4.50)
C (-0.13, 0.40, -3.43)
C (-1.03, -0.57, -3.82)
C (-1.89, -1.17, -2.90)
C (-1.83, -0.72, -1.60)
N (-0.98, 0.21, -1.16)
C (-0.09, 0.76, -2.04)
S (1.09, 1.87, -1.46)
H (1.41, 3.61, -5.38)
H (0.64, 3.59, -3.78)
H (-0.34, 3.33, -5.25)
H (0.98, 1.19, -7.15)
H (-0.63, 0.78, -6.54)
H (0.68, -0.43, -6.50)
H (3.33, 1.30, -5.37)
H (2.95, -0.15, -4.42)
H (3.17, 1.39, -3.59)
H (-1.07, -0.87, -4.87)
H (-2.60, -1.93, -3.19)
H (-2.50, -1.13, -0.85)
C (-5.13, 4.54, 1.15)
C (-4.19, 4.64, -0.05)
As (-2.87, 3.16, -0.07)
C (-4.13, 1.71, -0.54)
C (-4.45, 0.81, 0.65)
C (-2.14, 3.53, -1.86)
C (-3.10, 3.48, -3.05)
H (-5.80, 5.41, 1.21)
H (-4.57, 4.49, 2.09)
H (-5.76, 3.65, 1.09)
H (-3.62, 5.57, -0.02)
H (-4.76, 4.63, -0.98)
H (-3.66, 1.12, -1.32)
H (-5.04, 2.15, -0.96)
H (-3.54, 0.38, 1.07)
H (-5.11, -0.01, 0.36)
H (-4.95, 1.36, 1.46)
H (-1.32, 2.83, -2.00)
H (-1.67, 4.52, -1.79)
H (-3.56, 2.49, -3.14)
H (-2.56, 3.68, -3.98)
H (-3.90, 4.21, -2.97)

Output
Charge   -1
Maximum force   1.3 eV/A
Energy relative to the best compared isomer or geometry (same formula, charge and spin)   0.0 kJ/mol
Frontier orbital gap   6.65 eV
LUMO   2.24 eV

Atom charges from the Mulliken analysis, given in e for atoms 1 to 5: atom 1 (Rb): 0.86, atom 2 (C): 0.04, atom 3 (C): -0.30, atom 4 (C): -0.52, atom 5 (C): -0.40

=====

2.
Density functional theory data (ωB97M-V with the def2-TZVPD basis set) for a structure of composition C32H48BBr2F4MgN3O17PS3.

Atoms and positions in Å:
C (-2.53, -0.68, 0.76)
C (-1.98, -1.97, 0.61)
C (-0.52, -2.29, 0.38)
C (0.15, -1.56, -0.75)
C (-0.03, -1.95, -2.07)
C (-0.93, -3.13, -2.35)
O (-0.59, -4.21, -2.00)
O (-2.09, -2.93, -3.02)
C (-2.98, -1.99, -2.40)
C (-3.60, -1.05, -3.44)
C (-3.80, 0.34, -2.85)
C (-2.46, 1.10, -2.67)
C (-4.68, 0.32, -1.59)
C (0.65, -1.25, -3.08)
P (0.40, -1.88, -4.82)
S (1.81, -3.08, -5.36)
C (1.47, -0.20, -2.75)
C (2.26, 0.62, -3.76)
F (2.03, 1.93, -3.56)
F (1.88, 0.37, -5.02)
C (3.81, 0.31, -3.68)
F (4.49, 1.47, -3.75)
F (4.15, -0.52, -4.66)
N (1.62, 0.12, -1.45)
Br (2.80, 1.49, -0.87)
C (0.98, -0.50, -0.46)
C (1.19, -0.04, 0.91)
C (0.42, 0.96, 1.39)
H (-2.29, 0.15, 0.10)
H (-3.28, -0.54, 1.50)
H (-2.67, -2.81, 0.67)
H (0.01, -2.16, 1.32)
H (-0.45, -3.35, 0.16)
H (-2.46, -1.36, -1.68)
H (-3.79, -2.51, -1.90)
H (-4.56, -1.45, -3.73)
H (-2.97, -1.00, -4.32)
H (-4.34, 0.91, -3.60)
H (-2.29, 1.76, -3.51)
H (-2.49, 1.71, -1.77)
H (-1.63, 0.39, -2.59)
H (-4.75, -0.65, -1.11)
H (-4.31, 1.03, -0.85)
H (-5.69, 0.61, -1.83)
H (-0.83, -2.54, -4.75)
H (0.17, -0.79, -5.66)
H (4.06, -0.15, -2.72)
H (1.94, -0.55, 1.52)
H (0.85, 1.83, 1.87)
H (-0.66, 0.91, 1.31)
C (-5.66, -4.33, 2.19)
S (-6.50, -3.22, 1.05)
O (-5.43, -2.55, 0.24)
C (-7.01, -2.02, 2.28)
H (-5.22, -5.14, 1.61)
H (-4.87, -3.78, 2.71)
H (-6.37, -4.74, 2.90)
H (-6.14, -1.63, 2.80)
H (-7.69, -2.50, 2.99)
H (-7.53, -1.22, 1.77)
Br (-1.93, -1.54, 3.07)
O (-3.15, -5.79, -4.31)
H (-2.68, -5.14, -3.77)
H (-2.95, -5.55, -5.22)
B (3.93, -4.73, -0.57)
O (4.15, -4.28, -1.95)
C (4.37, -5.37, -2.72)
O (4.60, -5.36, -3.89)
C (4.28, -6.60, -1.81)
O (4.41, -7.74, -2.15)
O (4.02, -6.18, -0.57)
O (4.92, -4.11, 0.35)
C (4.30, -3.41, 1.26)
O (4.80, -2.77, 2.14)
C (2.79, -3.51, 0.99)
O (1.93, -2.96, 1.64)
O (2.59, -4.26, -0.06)
C (1.44, 4.45, 4.42)
C (2.42, 3.39, 3.98)
O (2.04, 2.36, 3.44)
N (3.74, 3.59, 4.19)
C (4.37, 4.73, 4.82)
H (0.44, 4.11, 4.16)
H (1.48, 4.60, 5.50)
H (1.64, 5.39, 3.91)
H (4.34, 2.84, 3.85)
H (5.06, 5.21, 4.13)
H (4.94, 4.40, 5.70)
H (3.63, 5.47, 5.14)
C (6.33, -0.41, 2.32)
N (5.35, 0.69, 2.50)
O (4.17, 0.46, 2.36)
O (5.80, 1.79, 2.81)
H (5.79, -1.32, 2.06)
H (7.01, -0.11, 1.52)
H (6.87, -0.53, 3.25)
C (-1.82, 6.45, 0.12)
C (-0.33, 6.14, 0.38)
C (-0.23, 5.46, 1.75)
S (-1.81, 4.62, 2.00)
O (-2.48, 5.23, 3.11)
O (-1.61, 3.19, 1.94)
C (-2.57, 5.18, 0.48)
H (-2.00, 6.75, -0.91)
H (-2.14, 7.28, 0.76)
H (0.03, 5.47, -0.40)
H (0.28, 7.04, 0.34)
H (0.57, 4.73, 1.79)
H (-0.11, 6.19, 2.55)
H (-3.64, 5.34, 0.65)
H (-2.42, 4.41, -0.27)
Mg (3.98, 6.61, 6.57)

Output
Charge   +1
Maximum force   2.2 eV/A
Frontier orbital gap   1.30 eV
LUMO   -7.30 eV

Atom charges from the Mulliken analysis, given in e for atoms 1 to 5: atom 1 (C): -0.54, atom 2 (C): -0.77, atom 3 (C): -1.68, atom 4 (C): 1.50, atom 5 (C): 0.56

=====

3.
Density functional theory data (ωB97M-V with the def2-TZVPD basis set) for a structure of composition C32H48BClF7N5O8P2S2Sn.

Atoms and positions in Å:
Sn (-0.51, 0.95, 2.64)
C (4.32, 3.27, 0.57)
C (2.94, 3.10, 1.26)
C (2.08, 4.40, 0.85)
C (3.03, 3.10, 2.79)
P (1.96, 1.53, 0.86)
C (3.18, 0.23, 1.44)
N (2.44, -0.80, 2.01)
B (1.02, -0.88, 2.51)
N (0.88, -2.20, 2.97)
C (-0.35, -2.83, 3.34)
P (-1.80, -1.68, 3.20)
C (-3.13, -1.94, 4.47)
C (-2.49, -1.71, 5.88)
C (-3.85, -3.29, 4.56)
C (-4.09, -0.75, 4.20)
C (-2.40, -2.42, 1.62)
C (-3.88, -1.75, 1.08)
C (-1.45, -1.96, 0.60)
C (-2.67, -3.98, 1.57)
C (2.08, -2.91, 3.08)
C (2.42, -4.18, 3.60)
C (3.83, -4.37, 3.73)
C (4.73, -3.47, 3.31)
C (4.43, -2.27, 2.71)
C (3.09, -1.96, 2.47)
C (1.78, 1.04, -1.00)
C (3.08, 1.22, -1.74)
C (1.31, -0.41, -1.09)
C (0.83, 2.02, -1.65)
H (4.91, 4.11, 1.02)
H (4.10, 3.51, -0.47)
H (4.79, 2.32, 0.53)
H (2.67, 5.25, 1.18)
H (1.09, 4.46, 1.35)
H (1.99, 4.45, -0.22)
H (3.25, 4.03, 3.30)
H (3.87, 2.46, 3.10)
H (2.11, 2.67, 3.23)
H (3.79, 0.74, 2.22)
H (3.82, -0.13, 0.63)
H (-0.09, -3.13, 4.40)
H (-0.63, -3.66, 2.91)
H (-1.56, -2.05, 6.17)
H (-3.20, -2.07, 6.85)
H (-2.15, -0.79, 6.27)
H (-3.08, -4.47, 4.92)
H (-4.59, -3.61, 3.88)
H (-4.42, -3.52, 5.42)
H (-3.57, 0.14, 4.68)
H (-4.97, -1.05, 4.75)
H (-4.47, -0.77, 3.18)
H (-3.89, -0.96, 0.77)
H (-4.51, -2.08, 1.75)
H (-4.05, -2.37, 0.33)
H (-0.99, -0.95, 0.78)
H (-1.89, -2.25, -0.27)
H (-0.83, -2.96, 0.61)
H (-3.64, -4.57, 1.00)
H (-2.32, -4.47, 2.55)
H (-2.04, -4.52, 1.05)
H (1.63, -4.84, 3.86)
H (4.09, -5.40, 4.12)
H (5.78, -3.77, 3.39)
H (5.27, -1.83, 2.01)
H (3.91, 0.66, -1.24)
H (3.35, 2.28, -1.79)
H (2.91, 0.78, -2.72)
H (2.16, -1.12, -1.00)
H (0.85, -0.43, -2.15)
H (0.57, -0.54, -0.34)
H (0.94, 3.08, -1.58)
H (-0.20, 1.85, -1.46)
H (0.78, 1.98, -2.93)
Cl (-0.12, 1.23, 5.17)
F (-3.29, 0.19, -6.25)
C (-3.99, -1.04, -6.26)
C (-4.18, -1.64, -5.07)
N (-4.90, -2.79, -5.12)
C (-5.26, -3.32, -3.78)
C (-4.21, -3.29, -2.68)
O (-3.03, -2.88, -2.95)
O (-4.69, -3.59, -1.59)
C (-5.38, -3.38, -6.27)
O (-6.06, -4.41, -6.13)
N (-5.21, -2.76, -7.45)
C (-4.59, -1.49, -7.52)
O (-4.50, -0.79, -8.52)
H (-3.79, -1.39, -4.10)
H (-5.53, -4.28, -3.97)
H (-6.35, -2.98, -3.42)
H (-7.25, -3.96, -9.91)
F (3.08, 4.47, -6.17)
C (3.11, 4.07, -4.89)
F (3.47, 2.81, -4.91)
F (1.85, 4.10, -4.46)
S (4.29, 5.03, -3.85)
O (4.14, 4.29, -2.58)
O (5.56, 5.06, -4.52)
N (3.59, 6.43, -3.94)
S (3.75, 7.65, -2.98)
O (3.77, 8.94, -3.60)
O (4.68, 7.47, -1.89)
C (2.02, 7.60, -2.21)
F (1.01, 8.25, -2.99)
F (1.53, 6.44, -1.89)
F (2.13, 8.38, -1.13)

Output
Charge   -2
Maximum force   17.3 eV/A
Energy relative to the best compared isomer or geometry (same formula, charge and spin)   1441.5 kJ/mol
Frontier orbital gap (spin up / spin down)   7.69 / 4.60 eV
LUMO (spin up / spin down)   3.32 / 0.23 eV

Atom charges from the Mulliken analysis, given in e for atoms 1 to 5: atom 1 (Sn): 0.32, atom 2 (C): -1.51, atom 3 (C): 2.12, atom 4 (C): -1.75, atom 5 (C): -1.78

=====

4.
Density functional theory data (ωB97M-V with the def2-TZVPD basis set) for a structure of composition C32H48IrN2OPS.

Atoms and positions in Å:
Ir (0.07, -0.12, -0.22)
C (0.31, -3.67, 2.64)
C (0.49, -2.25, 2.21)
O (0.15, -1.91, 1.04)
N (1.01, -1.39, 3.07)
C (1.36, -0.03, 2.74)
C (0.17, 0.89, 2.63)
C (-0.39, 1.45, 3.77)
C (-1.42, 2.37, 3.64)
C (-1.87, 2.72, 2.37)
C (-1.29, 2.10, 1.28)
N (-0.30, 1.20, 1.41)
H (0.82, -4.32, 1.93)
H (-0.74, -3.93, 2.62)
H (0.71, -3.85, 3.63)
H (1.24, -1.73, 4.00)
H (1.90, -0.02, 1.79)
H (2.03, 0.34, 3.51)
H (-0.01, 1.18, 4.74)
H (-1.87, 2.82, 4.52)
H (-2.64, 3.46, 2.23)
H (-1.62, 2.34, 0.28)
S (2.32, 0.12, -0.81)
C (2.67, 1.69, -1.37)
C (1.71, 2.73, -1.34)
C (2.02, 3.96, -1.84)
C (3.29, 4.19, -2.39)
C (4.25, 3.18, -2.41)
C (3.96, 1.94, -1.90)
H (0.74, 2.52, -0.91)
H (1.30, 4.76, -1.82)
H (3.53, 5.16, -2.81)
H (5.23, 3.38, -2.83)
H (4.70, 1.15, -1.92)
C (-2.31, -4.63, -3.33)
C (-0.98, -4.00, -3.71)
C (-0.94, -2.47, -3.45)
C (-2.00, -2.08, -2.41)
C (-2.00, -3.13, -1.29)
C (-2.63, -4.42, -1.84)
P (-1.77, -0.36, -1.78)
C (-1.52, 0.78, -3.21)
C (-0.08, 0.77, -3.77)
C (0.15, 2.02, -4.61)
C (-1.08, 2.37, -5.46)
C (-1.97, 1.16, -5.69)
C (-2.53, 0.60, -4.37)
C (-3.41, 0.18, -1.10)
C (-3.63, -0.24, 0.37)
C (-5.07, 0.09, 0.77)
C (-6.04, -0.86, 0.05)
C (-5.49, -1.31, -1.32)
C (-4.65, -0.20, -1.96)
H (-2.29, -5.70, -3.55)
H (-3.11, -4.24, -3.96)
H (-0.75, -4.20, -4.75)
H (-0.20, -4.48, -3.11)
H (-1.11, -1.95, -4.39)
H (0.05, -2.19, -3.08)
H (-3.00, -2.09, -2.87)
H (-2.54, -2.80, -0.40)
H (-0.96, -3.31, -0.98)
H (-3.71, -4.41, -1.69)
H (-2.26, -5.27, -1.26)
H (-1.67, 1.77, -2.76)
H (0.07, -0.11, -4.39)
H (0.65, 0.71, -2.95)
H (1.01, 1.85, -5.26)
H (0.41, 2.87, -3.97)
H (-0.77, 2.80, -6.41)
H (-1.68, 3.15, -4.96)
H (-1.41, 0.39, -6.22)
H (-2.81, 1.42, -6.33)
H (-2.78, -0.45, -4.51)
H (-3.44, 1.14, -4.13)
H (-3.32, 1.28, -1.11)
H (-2.92, 0.29, 1.02)
H (-3.47, -1.31, 0.50)
H (-5.29, 1.12, 0.49)
H (-5.20, 0.01, 1.85)
H (-7.00, -0.37, -0.08)
H (-6.25, -1.74, 0.66)
H (-6.31, -1.56, -1.98)
H (-4.88, -2.21, -1.21)
H (-5.27, 0.69, -2.05)
H (-4.38, -0.50, -2.97)

Output
Charge   +3
Maximum force   3.1 eV/A
Multiplicity   2
Energy relative to the best compared isomer or geometry (same formula, charge and spin)   131.5 kJ/mol
<S²>   0.769
Frontier orbital gap (spin up / spin down)   5.00 / 5.03 eV
LUMO (spin up / spin down)   -12.22 / -12.08 eV

Atom charges from the Mulliken analysis, given in e for atoms 1 to 5: atom 1 (Ir): 2.49, atom 2 (C): -1.12, atom 3 (C): 0.59, atom 4 (O): -0.90, atom 5 (N): 0.07

=====

- Among the records above, which one has the lowest charge?
  C32H48BClF7N5O8P2S2Sn

=====

- charge of number 2 (C32H48BBr2F4MgN3O17PS3)?
  +1

=====

- Look up the charge of the second one.
  +1